(1)
Below is a single C3H3NO2S2 molecule, with properties calculated with the ωB97M-V functional and the def2-TZVPD basis.

Cartesian coordinates (Å):
O -0.717 -0.509 1.989
C -1.634 -0.701 1.198
S -1.694 0.303 -0.233
N -0.258 1.119 -0.109
C 1.005 0.781 -0.514
O 1.901 1.580 -0.251
C 1.317 -0.507 -1.181
S 0.606 -1.986 -0.778
H -2.363 -1.520 1.239
H -0.318 1.940 0.522
H 2.155 -0.500 -1.881

Computed properties:
Kohn-Sham gap: 7.65 eV
relative energy (zero: lowest compared OMol25 entry of this formula, charge and spin): 32.2 kcal/mol
charge: 0
HOMO level: -0.34079 hartree
E_tot: -30413.4798 eV
lowest unoccupied orbital energy: -1.6 eV
SMILES string: O=CSNC(=O)C=S

Atom charges from the natural (NBO) analysis, given in e for atoms 1 to 4: number 1, O, carries -0.529; number 2, C, carries 0.202; number 3, S, carries 0.448; number 4, N, carries -0.772



(2)
Below is a single C3H3NO3 molecule, with properties calculated with the ωB97M-V functional and the def2-TZVPD basis.

Cartesian coordinates (Å):
H -0.515 2.019 -1.550
N -1.123 1.409 -1.002
C -0.465 0.517 -0.398
C -1.230 -0.463 0.448
O -0.694 -1.374 1.032
O 0.879 0.368 -0.478
C 1.607 -0.525 0.323
O 2.209 -0.150 1.275
H -2.315 -0.273 0.469
H 1.646 -1.527 -0.118

Computed properties:
Kohn-Sham gap: 10.51 eV
relative energy (zero: lowest compared OMol25 entry of this formula, charge and spin): 40.1 kcal/mol
charge: 0
HOMO level: -0.40500 hartree
E_tot: -10790.9607 eV
lowest unoccupied orbital energy: -0.5 eV
SMILES string: [H]/N=C(/C=O)OC=O

Atom charges from the natural (NBO) analysis, given in e for atoms 1 to 4: number 1, H, carries 0.361; number 2, N, carries -0.606; number 3, C, carries 0.439; number 4, C, carries 0.367



(3)
Below is a single C3H3NO3 molecule, with properties calculated with the ωB97M-V functional and the def2-TZVPD basis.

Cartesian coordinates (Å):
N -1.011 1.540 -1.005
C -0.364 0.588 -0.511
O 0.822 0.007 -0.882
C 0.994 -0.837 0.273
O 0.766 -0.015 1.367
C -0.667 -0.205 0.735
O -0.276 -1.509 0.411
H -0.525 1.937 -1.808
H 1.881 -1.456 0.162
H -1.619 -0.050 1.258

Computed properties:
Kohn-Sham gap: 11.81 eV
relative energy (zero: lowest compared OMol25 entry of this formula, charge and spin): 73.4 kcal/mol
charge: 0
HOMO level: -0.40000 hartree
E_tot: -10789.5158 eV
lowest unoccupied orbital energy: 0.9 eV

Atom charges from the natural (NBO) analysis, given in e for atoms 1 to 4: number 1, N, carries -0.638; number 2, C, carries 0.500; number 3, O, carries -0.494; number 4, C, carries 0.552



(4)
Below is a single C3H3NO3 molecule, with properties calculated with the ωB97M-V functional and the def2-TZVPD basis.

Cartesian coordinates (Å):
C -1.650 0.235 -0.192
C -0.182 -0.037 0.033
N 0.225 -1.256 0.049
O 1.618 -1.198 0.240
C 2.077 0.063 0.179
O 3.184 0.474 0.335
O 0.801 0.877 0.133
H -1.831 0.531 -1.231
H -2.192 -0.702 -0.010
H -2.052 1.012 0.464

Computed properties:
Kohn-Sham gap: 11.20 eV
relative energy (zero: lowest compared OMol25 entry of this formula, charge and spin): 42.5 kcal/mol
charge: 0
HOMO level: -0.38864 hartree
E_tot: -10790.8588 eV
lowest unoccupied orbital energy: 0.6 eV
SMILES string: Cc1noc(=O)o1

Atom charges from the natural (NBO) analysis, given in e for atoms 1 to 4: number 1, C, carries -0.670; number 2, C, carries 0.497; number 3, N, carries -0.171; number 4, O, carries -0.340